Density functional theory data (ωB97M-V/def2-TZVPD) for a 2-piece molecular cluster, C21H32BF4N2O overall.

Summary:
2S+1 = 1
Energy relative to the best compared isomer or geometry (same formula, charge and spin) = 13.02 kcal/mol
Kohn-Sham gap = 8.46 eV
E_HOMO = -6.16 eV
Total charge = -1

Last column: natural (NBO) charge in e.
Atoms and positions in Å:
1 C -6.489 2.430 -0.449  -0.25
2 O -5.316 2.750 -1.197  -0.56
3 C -4.264 1.820 -0.926  -0.06
4 C -3.206 1.948 -2.052  -0.42
5 C -1.786 2.254 -1.482  -0.39
6 C -0.703 1.736 -2.487  -0.40
7 C -0.110 0.354 -2.046  -0.42
8 C -0.254 -0.774 -3.114  -0.40
9 C 1.069 -1.530 -3.427  -0.39
10 C 1.855 -1.963 -2.173  -0.41
11 C 1.425 -3.350 -1.581  -0.40
12 C 0.874 -3.200 -0.135  -0.41
13 C 1.941 -3.414 0.963  -0.39
14 C 2.833 -2.173 1.236  -0.42
15 C 2.082 -0.862 1.476  -0.03
16 C 2.541 0.241 0.799  -0.18
17 C 1.948 1.538 0.972  -0.16
18 C 0.888 1.642 1.834  -0.19
19 C 0.341 0.536 2.544  0.10
20 N -0.747 0.766 3.338  -0.34
21 C -1.140 -0.343 3.929  -0.01
22 C -0.510 -1.616 3.810  -0.01
23 N 0.540 -1.835 3.047  -0.39
24 C 0.965 -0.723 2.376  0.17
25 H -7.013 3.345 -0.131  0.19
26 H -7.173 1.843 -1.093  0.17
27 H -6.179 1.825 0.422  0.17
28 H -4.674 0.791 -0.920  0.16
29 H -3.802 2.036 0.057  0.17
30 H -3.157 1.031 -2.663  0.20
31 H -3.458 2.778 -2.732  0.22
32 H -1.669 3.347 -1.377  0.20
33 H -1.640 1.821 -0.477  0.21
34 H 0.106 2.490 -2.476  0.20
35 H -1.103 1.713 -3.513  0.19
36 H -0.647 0.024 -1.140  0.21
37 H 0.938 0.545 -1.770  0.22
38 H -0.585 -0.289 -4.052  0.19
39 H -1.054 -1.494 -2.860  0.19
40 H 0.864 -2.367 -4.120  0.20
41 H 1.716 -0.825 -3.988  0.19
42 H 2.920 -2.054 -2.468  0.20
43 H 1.831 -1.228 -1.358  0.22
44 H 0.607 -3.733 -2.224  0.19
45 H 2.230 -4.100 -1.658  0.20
46 H 0.320 -2.254 -0.013  0.21
47 H 0.122 -4.003 0.003  0.20
48 H 2.624 -4.231 0.650  0.19
49 H 1.446 -3.794 1.868  0.22
50 H 3.451 -2.029 0.329  0.20
51 H 3.559 -2.410 2.035  0.23
52 H 3.403 0.127 0.138  0.21
53 H 2.339 2.399 0.427  0.23
54 H 0.418 2.625 1.948  0.22
55 H -2.024 -0.275 4.579  0.18
56 H -0.935 -2.460 4.366  0.19
57 B 4.290 2.515 3.795  1.35
58 F 4.921 2.837 5.018  -0.58
59 F 5.241 1.993 2.882  -0.59
60 F 3.289 1.548 4.011  -0.59
61 F 3.699 3.683 3.250  -0.59